1.
Formula: C22H27ClN3O
Source: OMol25
Level of theory: ωB97M-V/def2-TZVPD

Summary:
- Total charge: +1
- Frontier orbital gap: 8.54 eV
- LUMO level: -2.1 eV
- Calculated total energy: -42286.9018 eV
- SMILES string: O=C(CC[NH+]1CCN(C/C=C/c2ccccc2)CC1)Nc1ccccc1Cl

Positions of all 54 atoms, in Å:
Cl: -2.955 -0.901 4.134
O: -3.900 0.468 0.480
N: 1.088 -0.160 -0.453
N: -4.493 1.116 2.531
N: -1.463 0.037 -0.169
C: -3.429 0.908 6.083
C: -4.836 2.617 4.409
C: -3.592 0.591 4.745
C: -1.048 -1.292 -0.669
C: -0.921 1.082 -1.058
C: 4.627 -3.012 -3.948
C: 2.546 -0.277 -0.410
C: 3.678 -1.513 -2.254
C: 5.190 -0.910 -5.650
C: -3.972 2.081 6.580
C: -2.136 1.303 1.858
C: 3.205 -0.373 -1.754
C: -1.174 0.268 1.269
C: 4.304 -1.711 -3.553
C: 0.617 1.092 -1.019
C: -3.578 0.910 1.588
C: 5.216 -3.257 -5.173
C: 5.499 -2.207 -6.030
C: 4.599 -0.663 -4.426
C: -4.677 2.933 5.747
C: 0.430 -1.277 -1.101
C: -4.288 1.450 3.894
H: 0.991 1.261 -2.041
H: -1.946 1.406 2.924
H: -1.215 -2.024 0.121
H: -5.389 3.271 3.752
H: -1.320 -0.676 1.798
H: -2.893 0.233 6.731
H: 2.918 0.598 0.130
H: -5.451 0.925 2.254
H: 0.509 -1.220 -2.199
H: 5.962 -2.395 -6.986
H: 0.989 1.906 -0.390
H: -2.542 0.107 -0.179
H: -0.135 0.571 1.392
H: 5.457 -4.270 -5.460
H: -1.982 2.283 1.398
H: -3.848 2.322 7.624
H: 3.262 0.546 -2.318
H: 5.415 -0.087 -6.312
H: 0.915 -2.200 -0.786
H: 3.602 -2.411 -1.651
H: 4.410 -3.836 -3.283
H: -5.108 3.841 6.137
H: -1.277 0.863 -2.066
H: -1.686 -1.555 -1.515
H: 2.771 -1.168 0.183
H: 4.377 0.355 -4.145
H: -1.322 2.053 -0.766

Here are the natural (NBO) charges for atoms 1 to 6, given in e: 0.01, -0.65, -0.45, -0.58, -0.40, -0.21

=====

2.
Formula: C22H27F2Si
Source: OMol25
Level of theory: ωB97M-V/def2-TZVPD

Summary:
- Total charge: +1
- Frontier orbital gap: 5.21 eV
- LUMO level: -5.9 eV
- Calculated total energy: -36555.4499 eV

Positions of all 52 atoms, in Å:
Si: 1.014 3.471 -1.988
F: -2.760 -6.227 2.566
F: -4.503 1.185 0.445
C: -1.153 -0.063 -0.411
C: 2.076 0.543 1.643
C: -3.452 0.981 -1.698
C: -0.535 3.565 -1.064
C: 0.665 -5.823 3.748
C: 1.793 0.878 -0.826
C: 0.985 -4.563 3.220
C: -1.523 -5.667 2.771
C: 0.797 4.185 -3.753
C: 2.337 4.531 -1.187
C: -1.178 0.118 -1.795
C: 0.445 -2.683 1.689
C: 0.054 -3.886 2.382
C: 1.444 1.573 -2.099
C: -0.568 -6.406 3.467
C: -3.371 0.899 -0.308
C: -2.264 0.347 0.362
C: 0.082 -0.665 0.216
C: -2.356 0.526 -2.452
C: -0.376 -1.761 1.112
C: -1.267 -4.416 2.236
C: 1.074 0.680 0.425
H: 2.686 4.107 -0.240
H: -2.484 0.301 -3.521
H: -2.011 -3.919 1.607
H: -0.334 -0.257 -2.385
H: 1.771 4.332 -4.263
H: -2.272 0.264 1.463
H: -0.811 -7.393 3.815
H: 2.328 1.537 -2.782
H: 1.392 -6.333 4.376
H: 3.214 4.686 -1.831
H: 1.516 -2.476 1.770
H: -1.439 -1.814 1.343
H: 1.961 -4.091 3.403
H: 0.291 5.166 -3.650
H: -0.912 4.578 -1.118
H: -0.427 3.326 -0.017
H: 0.805 -1.138 -0.527
H: -1.311 2.915 -1.441
H: 1.742 -0.041 2.530
H: 1.897 5.519 -0.981
H: 0.672 1.072 -2.683
H: 0.165 3.519 -4.372
H: 0.318 1.527 0.563
H: -4.431 1.191 -2.162
H: 2.998 0.079 1.241
H: 2.401 1.557 2.003
H: 2.812 0.461 -0.841

Here are the natural (NBO) charges for atoms 1 to 6, given in e: 1.68, -0.32, -0.32, -0.03, -0.61, -0.28

=====

3.
Formula: C22H27F4OSi
Source: OMol25
Level of theory: ωB97M-V/def2-TZVPD

Summary:
- Total charge: +1
- Frontier orbital gap: 7.56 eV
- LUMO level: -4.8 eV
- Calculated total energy: -44041.5587 eV

Positions of all 55 atoms, in Å:
Si: -1.604 2.041 -1.164
F: 2.316 3.106 3.965
F: 5.788 0.274 2.324
F: -2.558 -3.766 1.213
F: -2.545 -0.075 4.192
O: -0.874 0.566 -1.718
C: -1.940 -0.820 3.206
C: -1.336 -1.371 -3.353
C: -3.401 1.757 -1.523
C: -0.079 -1.507 -2.508
C: 1.188 -0.684 0.931
C: 1.093 -0.119 -0.476
C: -0.662 -0.450 2.777
C: -2.638 -1.899 2.680
C: 1.120 -1.390 -3.439
C: -0.954 3.496 -2.127
C: 4.088 1.702 3.196
C: -1.946 -2.652 1.733
C: -0.678 -2.316 1.282
C: 4.454 0.610 2.402
C: -0.072 -2.866 -1.834
C: 2.167 0.193 1.744
C: -0.108 -1.095 1.658
C: 2.734 2.046 3.183
C: 1.781 1.344 2.441
C: -0.029 -0.388 -1.454
C: -1.203 2.142 0.645
C: 3.528 -0.143 1.695
H: -1.294 -0.483 -3.991
H: 3.845 -0.998 1.100
H: -3.638 -2.157 3.007
H: 0.142 3.534 -2.167
H: -3.700 0.729 -1.284
H: 4.815 2.256 3.774
H: -1.308 1.173 1.147
H: -3.989 2.444 -0.899
H: -1.405 -2.238 -4.023
H: -0.099 -3.023 0.687
H: -1.309 4.396 -1.605
H: -0.176 2.497 0.796
H: 2.071 -1.418 -2.898
H: 0.860 -3.029 -1.284
H: 1.254 0.978 -0.445
H: 0.747 1.699 2.433
H: 2.025 -0.475 -0.959
H: -0.184 -3.671 -2.577
H: 1.714 -1.646 0.832
H: -0.138 0.322 3.332
H: -0.909 -2.938 -1.135
H: -1.883 2.856 1.133
H: -3.645 1.963 -2.573
H: 1.055 -0.457 -4.016
H: 1.107 -2.226 -4.153
H: -1.340 3.528 -3.154
H: -2.246 -1.351 -2.747

Here are the natural (NBO) charges for atoms 1 to 6, given in e: 1.85, -0.32, -0.31, -0.32, -0.31, -0.72

=====

4.
Formula: C22H27FeN3O2
Source: OMol25
Level of theory: ωB97M-V/def2-TZVPD

Summary:
- Total charge: -1
- <S²>: 0.762
- Frontier orbital gap (alpha / beta): 5.40 / 6.34 eV
- LUMO level (alpha / beta): 3.0 / 3.0 eV
- Calculated total energy: -66204.1693 eV
- 2S+1: 2

Positions of all 55 atoms, in Å:
Fe: 0.492 0.097 -0.842
O: 0.764 1.701 0.325
O: 2.148 -0.607 0.070
N: 0.150 -1.858 -1.763
N: -1.120 0.956 -1.590
N: -0.466 -0.700 0.824
C: 1.529 0.825 -2.355
C: 0.037 3.145 2.024
C: 3.066 -0.311 4.095
C: -0.608 -1.797 -3.024
C: -0.158 2.430 0.798
C: -1.739 1.963 -1.078
C: -2.153 4.179 1.885
C: -2.380 3.500 0.710
C: -0.440 -2.824 -0.810
C: -1.547 0.556 -2.922
C: -1.821 -1.142 0.600
C: 4.059 -0.305 3.102
C: -1.862 -0.935 -2.999
C: -1.768 -2.510 -0.114
C: 0.008 -0.708 2.015
C: 3.743 -0.402 1.771
C: -0.924 3.977 2.536
C: 1.393 -0.502 2.342
C: 1.754 -0.420 3.693
C: 1.488 -2.385 -2.089
C: -1.436 2.613 0.168
C: 2.393 -0.495 1.315
H: -2.893 4.854 2.295
H: 0.063 -1.373 -3.772
H: 1.401 -3.384 -2.547
H: 4.511 -0.390 1.008
H: -2.413 -1.133 -3.924
H: -2.583 2.390 -1.633
H: -0.850 -2.825 -3.348
H: -0.728 4.496 3.469
H: -2.416 1.149 -3.240
H: -2.323 -0.411 -0.033
H: 1.878 1.864 -2.404
H: -2.387 -1.225 1.540
H: -2.611 -2.618 -0.799
H: 5.101 -0.221 3.393
H: 0.960 -0.444 4.434
H: -0.662 -0.924 2.858
H: -1.883 -3.309 0.625
H: 3.328 -0.236 5.143
H: -0.567 -3.791 -1.327
H: -2.528 -1.207 -2.182
H: 0.318 -2.968 -0.040
H: 1.977 -1.699 -2.773
H: 0.984 2.996 2.528
H: -3.315 3.639 0.174
H: -0.718 0.783 -3.598
H: 1.669 0.375 -3.354
H: 2.085 -2.429 -1.183

Here are the natural (NBO) charges for atoms 1 to 6, given in e: 0.78, -0.67, -0.71, -0.42, -0.41, -0.48

=====

5.
Formula: C22H27FeN3O8S2
Source: OMol25
Level of theory: ωB97M-V/def2-TZVPD

Summary:
- Total charge: +1
- <S²>: 0.896
- Frontier orbital gap (alpha / beta): 6.39 / 6.67 eV
- LUMO level (alpha / beta): -4.5 / -4.3 eV
- Calculated total energy: -100148.9884 eV
- 2S+1: 2

Positions of all 63 atoms, in Å:
Fe: 1.158 1.418 -0.395
S: -3.437 3.487 0.722
S: 2.948 -7.361 0.701
O: 2.009 2.398 0.815
O: 0.356 -7.407 1.272
O: 3.687 3.850 1.062
O: -3.567 4.301 -0.459
O: -2.308 4.206 -3.734
O: 2.470 1.953 -1.641
O: -4.173 3.211 -3.280
O: -2.122 3.039 1.124
N: -0.595 1.453 -1.265
N: -2.779 1.581 -1.395
N: -2.970 3.353 -3.189
C: -4.288 3.469 3.344
C: 3.120 3.027 0.410
C: 4.135 3.727 -1.790
C: 2.548 -5.649 0.480
C: 1.510 -0.366 -0.174
C: -4.184 1.448 -0.970
C: 1.248 -3.895 -0.514
C: 1.754 -1.545 -0.037
C: 3.345 -4.701 1.113
C: -1.864 -0.048 0.274
C: 4.697 1.484 -0.742
C: -4.426 2.001 0.444
C: 3.655 2.564 -0.957
C: -0.896 2.411 -2.202
C: -2.241 2.491 -2.290
C: 2.039 -2.941 0.126
C: 1.507 -5.243 -0.347
C: 1.365 -8.048 1.192
C: -4.213 4.317 2.087
C: -1.746 0.975 -0.790
C: 3.098 -3.351 0.934
C: 1.467 -9.514 1.510
H: 0.437 -3.579 -1.156
H: 3.308 4.380 -2.064
H: -0.155 2.954 -2.761
H: 1.607 -9.619 2.587
H: -2.746 -0.669 0.124
H: 4.258 0.605 -0.269
H: -4.620 4.091 4.174
H: 4.843 4.304 -1.197
H: -4.447 0.392 -1.006
H: -5.002 2.652 3.241
H: -1.933 0.441 1.248
H: 5.147 1.201 -1.695
H: 2.308 -9.985 1.004
H: -0.983 -0.688 0.268
H: 4.635 3.373 -2.691
H: -3.311 3.061 3.597
H: 5.483 1.874 -0.096
H: 4.153 -5.021 1.757
H: 2.754 1.343 -2.335
H: 0.534 -10.000 1.233
H: -5.184 4.658 1.727
H: 0.901 -5.977 -0.856
H: -3.578 5.196 2.220
H: -5.478 2.267 0.547
H: -4.168 1.286 1.223
H: 3.715 -2.615 1.432
H: -4.783 1.979 -1.697

Here are the natural (NBO) charges for atoms 1 to 6, given in e: 1.34, 2.18, 0.23, -0.67, -0.54, -0.52

=====

6.
Formula: C22H27KN3O5S
Source: OMol25
Level of theory: ωB97M-V/def2-TZVPD

Summary:
- Total charge: +1
- Frontier orbital gap: 7.87 eV
- LUMO level: -3.4 eV
- Calculated total energy: -65111.9361 eV

Positions of all 59 atoms, in Å:
K: 2.283 0.800 2.735
S: 3.824 -2.517 1.563
O: 1.517 -1.545 2.776
O: 0.225 2.495 -0.278
O: -5.243 -0.017 1.835
O: 2.945 1.902 -2.584
O: -4.084 4.782 1.228
N: -3.109 -1.067 0.517
N: 3.429 -1.421 3.972
N: 2.384 -0.949 4.690
C: -1.998 2.953 0.260
C: -4.340 3.655 0.862
C: -5.745 3.188 0.591
C: -3.607 1.263 0.698
C: 2.894 -3.521 -0.881
C: -3.275 2.612 0.596
C: -6.080 1.909 0.689
C: 2.746 -2.155 -1.607
C: 2.845 2.635 -0.269
C: 1.246 -0.978 4.030
C: 2.506 -3.354 0.590
C: -2.678 0.274 0.427
C: -1.375 0.657 0.079
C: 0.752 2.121 -1.557
C: 2.866 -1.778 2.817
C: -1.033 2.002 0.008
C: 2.231 1.731 -1.375
C: -5.019 0.949 1.129
C: -0.354 -0.436 -0.208
C: 1.504 -2.087 -2.509
C: -0.683 -1.129 -1.571
C: 0.160 -2.401 -1.771
H: 1.595 -2.755 -3.371
H: 1.432 -1.072 -2.919
H: 0.725 3.004 -2.211
H: 3.620 -2.047 -2.260
H: -7.079 1.536 0.491
H: -1.746 4.009 0.195
H: 2.720 -1.349 -0.864
H: 0.172 1.343 -2.049
H: -0.402 -3.049 -2.455
H: 0.674 -0.077 -0.174
H: 2.349 0.687 -1.039
H: 3.857 1.671 -2.377
H: 3.870 -3.985 -1.039
H: 0.292 -0.668 4.432
H: -0.530 -1.224 0.540
H: -2.368 -1.728 0.324
H: -1.740 -1.414 -1.550
H: 0.294 -2.980 -0.854
H: -6.520 3.886 0.283
H: -3.408 -1.261 1.468
H: 1.631 -2.706 0.688
H: 2.498 3.652 -0.465
H: 2.228 -4.306 1.053
H: -0.564 -0.470 -2.433
H: 2.565 2.302 0.736
H: 3.941 2.635 -0.315
H: 2.156 -4.206 -1.315

Here are the natural (NBO) charges for atoms 1 to 6, given in e: 0.97, 0.36, -0.46, -0.55, -0.52, -0.70

=====

7.
Formula: C22H27MgN4OS2
Source: OMol25
Level of theory: ωB97M-V/def2-TZVPD

Summary:
- Total charge: +1
- Frontier orbital gap: 6.83 eV
- LUMO level: -3.3 eV
- Calculated total energy: -58370.6897 eV

Positions of all 57 atoms, in Å:
S: 1.115 3.693 1.829
S: -0.128 2.405 -0.493
Mg: 0.162 0.106 -0.058
O: 1.609 -0.654 0.952
N: 1.347 -0.495 -1.877
N: -1.048 0.415 1.651
N: -0.156 1.411 2.082
N: 2.982 -0.983 -3.717
C: 4.801 1.348 3.079
C: 0.290 -1.711 4.203
C: 3.475 1.725 2.959
C: 3.000 2.849 3.631
C: -2.034 -1.694 2.128
C: 2.470 0.463 -1.808
C: 0.332 -1.144 2.930
C: 0.672 -0.377 -3.172
C: 2.695 -1.574 2.842
C: 1.879 -1.860 -1.713
C: 2.984 -2.128 -2.748
C: 1.551 3.235 3.527
C: 1.442 -2.159 4.817
C: 3.399 0.280 -3.019
C: 5.673 2.093 3.861
C: 1.545 -1.093 2.206
C: 3.878 3.593 4.406
C: 5.210 3.218 4.521
C: -0.889 -0.734 2.239
C: 0.181 2.325 1.246
C: 1.615 -0.812 -4.309
C: 2.646 -2.083 4.124
H: 3.645 -1.180 -4.466
H: -2.655 -1.455 1.265
H: 3.519 4.471 4.929
H: 3.978 -2.160 -2.303
H: 2.257 -1.941 -0.694
H: 1.057 -2.567 -1.832
H: 2.065 1.476 -1.768
H: 1.695 -0.067 -5.099
H: 1.322 4.085 4.168
H: 0.361 0.661 -3.297
H: 6.710 1.797 3.954
H: 2.794 1.150 2.343
H: -1.704 -2.730 2.103
H: 1.409 -2.565 5.818
H: 0.887 2.412 3.807
H: 2.822 -3.040 -3.320
H: -0.222 -1.000 -3.170
H: 3.633 -1.527 2.304
H: 5.882 3.805 5.131
H: 3.558 -2.430 4.591
H: 5.160 0.464 2.567
H: 4.444 0.164 -2.734
H: 2.988 0.283 -0.865
H: -2.668 -1.569 3.011
H: -0.657 -1.770 4.724
H: 1.338 -1.769 -4.751
H: 3.317 1.086 -3.748

Here are the natural (NBO) charges for atoms 1 to 6, given in e: 0.32, -0.53, 1.72, -1.01, -0.51, -0.46

=====

8.
Formula: C22H27N3O
Source: OMol25
Level of theory: ωB97M-V/def2-TZVPD

Summary:
- Total charge: 0
- Frontier orbital gap: 8.69 eV
- LUMO level: 0.5 eV
- Calculated total energy: -29770.9785 eV
- SMILES string: CCCCc1nc(NCc2ccccc2)c(C#N)c2c1COC(C)(C)C2

Positions of all 53 atoms, in Å:
O: 3.945 -0.864 -0.798
N: 0.743 4.163 -0.433
N: -1.428 1.925 1.158
N: -0.442 -0.155 1.127
C: -0.389 1.133 0.804
C: 4.699 0.670 0.965
C: -4.430 1.852 -0.100
C: 0.576 -0.955 0.853
C: -5.208 1.462 -1.177
C: 3.050 1.368 -0.807
C: -1.139 -5.373 -0.783
C: 1.743 -0.505 0.227
C: -0.252 -3.159 0.040
C: -5.128 0.166 -1.656
C: -3.572 0.948 0.511
C: 5.432 0.841 -1.427
C: -2.679 1.380 1.647
C: 0.749 1.681 0.160
C: 1.828 0.839 -0.123
C: 4.272 0.489 -0.497
C: -4.270 -0.739 -1.055
C: -3.496 -0.350 0.023
C: -0.518 -4.620 0.388
C: 0.360 -2.394 1.220
C: 2.912 -1.421 -0.023
C: 0.769 3.043 -0.173
H: 3.234 2.403 -0.512
H: -4.206 -1.751 -1.428
H: 2.595 -2.308 -0.581
H: 0.421 -5.101 0.672
H: -3.166 2.150 2.251
H: -5.735 -0.138 -2.496
H: -2.428 0.523 2.275
H: 3.854 0.557 1.641
H: 5.456 -0.067 1.222
H: -1.189 -4.670 1.248
H: -0.477 -5.350 -1.646
H: -1.455 2.847 0.750
H: 5.678 1.896 -1.343
H: -1.320 -6.412 -0.517
H: 5.158 0.617 -2.455
H: 5.117 1.663 1.102
H: -2.820 -1.046 0.496
H: 3.309 -1.762 0.949
H: 1.298 -2.863 1.518
H: -4.495 2.866 0.271
H: -1.188 -2.675 -0.247
H: 2.875 1.356 -1.888
H: -2.086 -4.921 -1.066
H: -5.876 2.172 -1.643
H: -0.335 -2.431 2.061
H: 0.420 -3.107 -0.820
H: 6.304 0.247 -1.169

Here are the natural (NBO) charges for atoms 1 to 6, given in e: -0.53, -0.33, -0.57, -0.52, 0.46, -0.65

=====

Please write out number 5 again, unchanged.
Formula: C22H27FeN3O8S2
Source: OMol25
Level of theory: ωB97M-V/def2-TZVPD

Summary:
- Total charge: +1
- <S²>: 0.896
- Frontier orbital gap (alpha / beta): 6.39 / 6.67 eV
- LUMO level (alpha / beta): -4.5 / -4.3 eV
- Calculated total energy: -100148.9884 eV
- 2S+1: 2

Positions of all 63 atoms, in Å:
Fe: 1.158 1.418 -0.395
S: -3.437 3.487 0.722
S: 2.948 -7.361 0.701
O: 2.009 2.398 0.815
O: 0.356 -7.407 1.272
O: 3.687 3.850 1.062
O: -3.567 4.301 -0.459
O: -2.308 4.206 -3.734
O: 2.470 1.953 -1.641
O: -4.173 3.211 -3.280
O: -2.122 3.039 1.124
N: -0.595 1.453 -1.265
N: -2.779 1.581 -1.395
N: -2.970 3.353 -3.189
C: -4.288 3.469 3.344
C: 3.120 3.027 0.410
C: 4.135 3.727 -1.790
C: 2.548 -5.649 0.480
C: 1.510 -0.366 -0.174
C: -4.184 1.448 -0.970
C: 1.248 -3.895 -0.514
C: 1.754 -1.545 -0.037
C: 3.345 -4.701 1.113
C: -1.864 -0.048 0.274
C: 4.697 1.484 -0.742
C: -4.426 2.001 0.444
C: 3.655 2.564 -0.957
C: -0.896 2.411 -2.202
C: -2.241 2.491 -2.290
C: 2.039 -2.941 0.126
C: 1.507 -5.243 -0.347
C: 1.365 -8.048 1.192
C: -4.213 4.317 2.087
C: -1.746 0.975 -0.790
C: 3.098 -3.351 0.934
C: 1.467 -9.514 1.510
H: 0.437 -3.579 -1.156
H: 3.308 4.380 -2.064
H: -0.155 2.954 -2.761
H: 1.607 -9.619 2.587
H: -2.746 -0.669 0.124
H: 4.258 0.605 -0.269
H: -4.620 4.091 4.174
H: 4.843 4.304 -1.197
H: -4.447 0.392 -1.006
H: -5.002 2.652 3.241
H: -1.933 0.441 1.248
H: 5.147 1.201 -1.695
H: 2.308 -9.985 1.004
H: -0.983 -0.688 0.268
H: 4.635 3.373 -2.691
H: -3.311 3.061 3.597
H: 5.483 1.874 -0.096
H: 4.153 -5.021 1.757
H: 2.754 1.343 -2.335
H: 0.534 -10.000 1.233
H: -5.184 4.658 1.727
H: 0.901 -5.977 -0.856
H: -3.578 5.196 2.220
H: -5.478 2.267 0.547
H: -4.168 1.286 1.223
H: 3.715 -2.615 1.432
H: -4.783 1.979 -1.697

Here are the natural (NBO) charges for atoms 1 to 6, given in e: 1.34, 2.18, 0.23, -0.67, -0.54, -0.52

=====

Q: Look up the total charge of the fifth one.
A: +1